Record 1
{
  "formula": "C27H34Br3F3IN3O9S",
  "method": "ωB97M-V/def2-TZVPD",
  "gap_ev": 8.5,
  "spin_multiplicity": 1,
  "energy_ev": -288659.0100,
  "molar_mass_da": 1000.3,
  "elements": ["C", "C", "O", "C", "O", "C", "C", "C", "C", "N", "C", "C", "C", "O", "C", "S", "C", "C", "O", "O", "C", "C", "O", "C", "C", "C", "C", "N", "C", "C", "Br", "C", "C", "C", "F", "Br", "C", "F", "F", "Br", "O", "C", "C", "I", "O", "N", "O", "H", "H", "H", "H", "H", "H", "H", "H", "H", "H", "H", "H", "H", "H", "H", "H", "H", "H", "H", "H", "H", "H", "H", "H", "H", "H", "H", "H", "H", "H", "H", "H", "H", "H"],
  "positions_angstrom": [[5.390327, 2.617199, -0.392436], [4.472043, 3.499800, 0.455776], [3.685125, 4.437089, -0.292631], [2.651863, 3.899443, -0.991661], [2.833525, 3.332982, -2.031146], [1.267741, 4.019224, -0.420635], [0.929389, 2.697977, 0.327317], [0.501846, 1.633774, -0.682085], [-0.474054, 0.543151, -0.226457], [-1.629189, 0.963710, 0.502161], [-2.503857, 1.818952, 0.123326], [-2.282398, 3.273164, -0.203259], [-3.949136, 1.409317, 0.057998], [0.118088, -0.540127, 0.508848], [1.035943, -0.386474, 1.539982], [2.778911, -0.078349, 0.963723], [0.717642, 0.576454, 2.714643], [0.022862, -0.022494, 3.915576], [0.518024, 0.021876, 4.982393], [-1.222589, -0.624853, 3.789756], [-2.249298, 0.183848, 3.424254], [-3.416283, -0.609667, 2.948272], [-2.191152, 1.374231, 3.482721], [1.096219, -1.806978, 2.184579], [2.151071, -2.204200, 3.014518], [2.104172, -3.497193, 3.514092], [1.063455, -4.363020, 3.204670], [0.035172, -3.985931, 2.442647], [0.080090, -2.739381, 1.966334], [-0.883499, -0.279440, -1.532642], [-1.763706, 0.813230, -2.873507], [-1.835926, -1.413279, -1.109554], [-2.781331, -1.969363, -2.173157], [-3.228558, -3.380613, -1.791927], [-4.278744, -3.705628, -2.603306], [-3.921647, -3.458940, 0.018146], [-2.092575, -4.455402, -2.114027], [-2.499889, -5.188254, -3.160857], [-0.959594, -3.838175, -2.485867], [-1.642654, -5.704868, -0.697466], [0.334186, -0.932370, -1.920322], [0.821786, -0.936933, -3.192708], [1.445326, 0.346367, -3.732299], [2.572010, -2.339783, -2.965970], [-0.040737, -1.567569, -4.128013], [0.706256, -2.378307, -5.028145], [0.009476, -3.009105, -5.702803], [5.254929, 2.763105, -1.457820], [5.252739, 1.562330, -0.168429], [6.430710, 2.836120, -0.162163], [3.871547, 2.871388, 1.112093], [5.090949, 4.106195, 1.107574], [0.538997, 4.255713, -1.187543], [1.266962, 4.825691, 0.311707], [1.827869, 2.434631, 0.873477], [0.165712, 2.962262, 1.052205], [1.410755, 1.150141, -1.029191], [0.126181, 2.164055, -1.550550], [-1.841730, 3.370590, -1.196619], [-3.226600, 3.806568, -0.248084], [-1.652386, 3.766579, 0.528078], [-4.562879, 2.128819, 0.605196], [-4.286310, 1.457975, -0.975349], [-4.102930, 0.434637, 0.500087], [2.714270, -0.809595, -0.162411], [1.664018, 0.926582, 3.114958], [0.141478, 1.450350, 2.424070], [-3.559436, -1.433247, 3.644728], [-4.292147, 0.017731, 2.874921], [-3.118755, -1.050761, 2.000666], [2.954112, -1.529463, 3.258476], [2.901232, -3.847278, 4.156209], [1.057221, -5.375379, 3.582161], [-0.758662, -2.434311, 1.357683], [-1.196076, -2.218352, -0.766812], [-2.431613, -1.103247, -0.260643], [-2.328456, -2.071343, -3.156291], [-3.706673, -1.407955, -2.259134], [1.555530, 0.271448, -4.808580], [2.440806, 0.438831, -3.314195], [0.902908, 1.234095, -3.429331]],
  "forces_ev_per_angstrom": [[0.3, -0.1, 0.1], [0.9, -0.3, 0.0], [-0.5, 0.1, 0.6], [-0.3, -0.2, -0.7], [0.2, -0.3, -0.5], [0.4, 0.4, 1.2], [-0.2, 1.0, -0.6], [0.9, 0.0, 0.6], [1.0, 0.9, 0.3], [-1.2, -1.1, -1.7], [0.1, 0.2, 0.5], [0.1, 0.0, -0.9], [-0.1, 0.6, 1.2], [-0.1, 1.0, 0.0], [0.2, -1.9, 1.0], [0.0, 0.7, -0.2], [-0.2, 0.2, -0.6], [0.0, 0.3, -0.2], [0.5, -0.2, 1.2], [0.2, -0.1, -0.6], [-0.5, -0.1, -0.3], [0.4, -0.4, 0.5], [0.2, 0.6, 0.1], [0.3, -0.3, -0.1], [-1.0, -0.3, -0.3], [0.5, -0.1, 0.3], [-0.1, 0.6, -0.3], [0.4, 0.2, 0.1], [-0.2, 0.2, -0.2], [-0.5, -1.2, 1.2], [0.1, 0.2, 0.0], [-0.2, 0.0, -0.6], [0.0, -0.7, 0.5], [0.1, 0.0, -0.5], [-0.1, 0.0, 0.0], [0.0, 0.1, 0.0], [-0.2, -0.6, 0.4], [0.1, 0.2, -0.1], [0.0, 0.1, 0.0], [0.1, 0.2, -0.1], [-0.6, 0.6, -0.7], [1.6, -0.6, -0.9], [0.1, -0.1, 0.5], [0.2, 0.1, 0.8], [-0.5, 0.5, 0.9], [-0.3, -0.4, -1.0], [-0.1, 0.2, 0.1], [-0.2, 0.1, -0.1], [-0.2, -0.1, 0.0], [0.1, 0.1, 0.0], [-0.4, 0.1, -0.1], [-0.1, 0.3, 0.0], [0.0, -0.1, -0.2], [0.0, 0.1, 0.0], [-0.1, -0.4, 0.2], [-0.2, -0.3, 0.1], [0.0, -0.1, -0.1], [-0.5, -0.1, 0.0], [0.2, 0.1, 0.0], [-0.1, 0.0, 0.1], [0.1, -0.1, 0.1], [-0.1, 0.0, 0.0], [0.1, -0.1, -0.2], [0.0, -0.3, -0.2], [-0.2, -0.1, 0.1], [0.1, 0.1, 0.1], [-0.1, 0.0, -0.2], [-0.2, -0.1, 0.0], [-0.1, 0.0, -0.1], [-0.2, 0.0, -0.2], [0.2, 0.0, 0.0], [0.0, 0.0, 0.0], [0.0, -0.1, 0.0], [-0.1, -0.1, 0.0], [0.2, 0.0, 0.1], [0.0, 0.3, 0.1], [0.1, 0.2, -0.1], [0.0, 0.3, 0.0], [-0.1, 0.1, -0.1], [0.1, 0.2, 0.1], [-0.2, 0.1, -0.3]]
}

=====

Record 2
{
  "formula": "C27H34BrCdN8O4S",
  "method": "ωB97M-V/def2-TZVPD",
  "gap_ev": 8.0,
  "charge": 1,
  "e_above_lowest_kj_mol": 93.8,
  "spin_multiplicity": 1,
  "energy_ev": -134095.0544,
  "molar_mass_da": 759.0,
  "elements": ["Cd", "Br", "C", "C", "C", "C", "C", "C", "H", "H", "H", "H", "N", "C", "C", "C", "C", "N", "C", "C", "H", "H", "H", "H", "C", "C", "N", "C", "N", "C", "C", "C", "N", "C", "H", "H", "H", "H", "H", "H", "H", "H", "H", "H", "H", "H", "H", "C", "C", "S", "O", "O", "C", "C", "N", "C", "N", "C", "C", "N", "O", "O", "C", "H", "H", "H", "H", "H", "H", "H", "H", "H", "H", "H", "H", "H"],
  "positions_angstrom": [[-0.042506, 0.018645, 0.073357], [6.769252, 0.279326, -0.087606], [4.885239, 0.213692, -0.017985], [4.247232, -1.006010, 0.125647], [2.858324, -1.045583, 0.175857], [2.089599, 0.116316, 0.080764], [2.767780, 1.329658, -0.050169], [4.156375, 1.386023, -0.102343], [4.827341, -1.916577, 0.203485], [2.381601, -2.006507, 0.305573], [2.228772, 2.264282, -0.106891], [4.664279, 2.336224, -0.204412], [0.289136, 8.059328, 0.015422], [0.208915, 6.913700, 0.002271], [0.106884, 5.472311, -0.013848], [0.214415, 4.775018, -1.210263], [0.111995, 3.397644, -1.174811], [-0.085895, 2.709063, -0.047550], [-0.177943, 3.390016, 1.096793], [-0.091943, 4.767943, 1.166284], [0.377466, 5.296137, -2.143479], [0.200140, 2.818263, -2.086254], [-0.319824, 2.808013, 2.000020], [-0.173923, 5.282643, 2.113369], [-4.765605, -3.325505, -0.573757], [-3.355881, -3.517562, -0.067747], [-2.601263, -2.293699, -0.323457], [-3.114055, -1.043752, -0.176163], [-2.272682, -0.018605, -0.153994], [-2.857316, 1.332651, -0.035101], [-4.242652, 1.419546, -0.634211], [-5.105169, 0.371636, 0.013943], [-4.462874, -0.930298, -0.128881], [-5.331999, -2.091350, 0.087703], [-5.380475, -4.192983, -0.337966], [-4.753809, -3.190677, -1.657332], [-2.865058, -4.337248, -0.590084], [-3.369037, -3.761575, 0.999010], [-1.612032, -2.327611, -0.139969], [-2.205103, 2.025485, -0.539471], [-2.897134, 1.628740, 1.019471], [-4.193097, 1.240566, -1.710970], [-4.664948, 2.411117, -0.470309], [-6.081624, 0.312002, -0.463514], [-5.264972, 0.603811, 1.071479], [-6.308031, -1.845986, -0.325960], [-5.461938, -2.262806, 1.160695], [0.434936, -6.767244, -5.756725], [0.642765, -7.744720, -4.603245], [1.971151, -7.276337, -3.528709], [3.150184, -7.058093, -4.320207], [1.982668, -8.181720, -2.408545], [1.495543, -5.675142, -2.889378], [0.239382, -5.774390, -2.026002], [0.183756, -4.754570, -0.957144], [0.420469, -3.425868, -1.076637], [0.291194, -2.804214, 0.093007], [-0.027904, -3.768532, 1.009805], [-0.115473, -4.959027, 0.376135], [-0.594115, -6.193798, 0.950486], [-1.060880, -7.030195, 0.196945], [-0.545941, -6.274383, 2.156333], [0.759307, -2.738656, -2.355174], [-0.185322, -7.225616, -6.525170], [1.390551, -6.501185, -6.208429], [-0.065696, -5.852969, -5.429598], [0.961743, -8.729257, -4.954044], [-0.237390, -7.873385, -3.969698], [1.408749, -5.007565, -3.743858], [2.374812, -5.406191, -2.298575], [0.235698, -6.739924, -1.536385], [-0.669836, -5.700652, -2.624531], [-0.186480, -3.566376, 2.056251], [1.788399, -2.934739, -2.655691], [0.661069, -1.667318, -2.215216], [0.094791, -3.050682, -3.162590]],
  "forces_ev_per_angstrom": [[-0.2, 0.0, -0.2], [0.1, 0.0, 0.0], [0.0, 0.0, 0.0], [-0.1, 0.0, 0.0], [0.2, 0.1, 0.0], [-0.2, -0.1, 0.0], [0.1, -0.1, 0.0], [-0.1, 0.1, 0.0], [0.0, 0.0, 0.0], [0.0, 0.1, 0.0], [0.0, 0.0, 0.0], [0.0, 0.0, 0.0], [0.0, -0.1, 0.0], [0.0, -0.1, 0.0], [0.0, 0.2, 0.0], [0.0, 0.0, -0.1], [0.0, -0.1, 0.1], [0.0, 0.1, 0.1], [0.0, -0.1, -0.1], [0.0, 0.1, 0.1], [0.0, 0.0, 0.0], [0.0, 0.0, 0.0], [0.0, 0.0, 0.0], [0.0, 0.0, 0.0], [0.0, 0.0, 0.0], [0.0, 0.1, -0.1], [-0.1, 0.1, 0.2], [-0.1, -0.1, -0.1], [0.2, 0.2, 0.2], [-0.1, -0.3, 0.0], [0.0, 0.0, -0.1], [0.0, -0.1, 0.0], [0.1, 0.1, 0.1], [0.1, 0.0, 0.0], [0.0, 0.0, 0.0], [0.0, 0.0, 0.0], [0.1, 0.0, 0.0], [0.0, 0.0, 0.0], [0.1, -0.1, -0.1], [0.1, 0.1, -0.1], [0.0, 0.0, 0.0], [0.0, 0.0, 0.0], [0.0, 0.0, 0.0], [0.0, 0.0, 0.0], [0.0, 0.0, 0.0], [0.0, 0.0, 0.0], [0.0, 0.0, 0.0], [0.0, -0.1, 0.1], [0.0, 0.1, -0.1], [0.2, -0.2, 0.1], [-0.1, 0.0, 0.1], [0.0, 0.1, -0.1], [-0.1, 0.0, 0.1], [0.2, 0.2, 0.0], [-0.1, -0.1, -0.2], [0.0, 0.0, 0.1], [-0.1, -0.2, -0.2], [0.1, 0.3, 0.1], [0.1, -0.3, -0.1], [0.0, 0.0, -0.1], [0.0, 0.1, 0.0], [0.0, 0.0, 0.0], [-0.1, -0.1, 0.0], [0.0, 0.0, 0.0], [0.0, 0.0, 0.0], [0.0, 0.0, 0.0], [-0.1, 0.0, 0.0], [0.0, -0.1, -0.1], [0.0, 0.0, 0.1], [-0.1, 0.1, 0.0], [0.0, -0.1, 0.1], [0.0, 0.0, 0.0], [0.0, 0.0, 0.0], [0.0, 0.0, 0.0], [0.0, 0.1, 0.0], [0.0, 0.0, 0.0]]
}

=====

Record 3
{
  "formula": "C27H34F2O7",
  "method": "ωB97M-V/def2-TZVPD",
  "smiles": "CCCC(=O)O[C@@]1(C(=O)COC(C)=O)CC[C@H]2[C@@H]3C[C@H](F)C4=CC(=O)C=C[C@]4(C)[C@]3(F)[C@H](O)C[C@@]21C",
  "gap_ev": 9.7,
  "e_above_lowest_kj_mol": 24.8,
  "spin_multiplicity": 1,
  "energy_ev": -48318.9716,
  "molar_mass_da": 508.6,
  "elements": ["C", "C", "H", "H", "C", "C", "O", "O", "C", "C", "O", "C", "H", "H", "O", "C", "O", "C", "H", "H", "H", "C", "H", "H", "C", "C", "H", "C", "C", "H", "H", "H", "C", "H", "H", "C", "O", "H", "C", "F", "C", "C", "C", "F", "C", "C", "C", "O", "C", "C", "C", "C", "H", "H", "H", "H", "H", "H", "H", "H", "H", "H", "H", "H", "H", "H", "H", "H", "H", "H"],
  "positions_angstrom": [[-5.594144, -1.534430, -2.111422], [-6.514633, -1.160978, -0.956504], [-6.858271, -0.132374, -1.078194], [-7.389442, -1.814733, -0.953059], [-5.808617, -1.285782, 0.400855], [-4.692077, -0.278188, 0.481015], [-4.841437, 0.915647, 0.590361], [-3.501606, -0.860344, 0.401460], [-2.345286, 0.003970, 0.440635], [-2.667429, 1.110933, -0.578819], [-3.092952, 0.803246, -1.662896], [-2.534808, 2.592129, -0.228995], [-2.625446, 3.138798, -1.174441], [-3.371999, 2.845935, 0.426246], [-1.359167, 3.007032, 0.452450], [-0.230300, 3.067703, -0.262441], [-0.168612, 2.712777, -1.415454], [0.914080, 3.589968, 0.544868], [0.560813, 4.008821, 1.481032], [1.600723, 2.769381, 0.747578], [1.453916, 4.335978, -0.032273], [-2.112346, 0.454130, 1.897308], [-1.834340, 1.503809, 1.933889], [-3.022908, 0.325615, 2.481802], [-0.952806, -0.393321, 2.422571], [-0.080355, -0.521372, 1.179744], [0.335934, 0.468326, 0.971692], [-1.080489, -0.863870, 0.057450], [-1.495424, -2.341453, 0.052368], [-2.286551, -2.485389, -0.678395], [-0.665122, -2.974552, -0.235275], [-1.870451, -2.657661, 1.021325], [-0.396383, -0.557694, -1.283878], [-0.668617, 0.425638, -1.667677], [-0.710803, -1.287840, -2.029530], [1.145406, -0.561864, -1.193568], [1.671310, 0.695129, -0.850473], [1.263132, 1.372603, -1.412451], [1.745866, -1.580170, -0.188880], [1.484967, -2.841093, -0.725763], [1.083628, -1.515926, 1.213140], [2.054553, -1.194973, 2.357814], [3.087767, -0.128247, 2.029765], [2.509747, 1.126019, 2.179109], [3.679526, -0.238241, 0.647111], [4.518826, 0.705848, 0.212727], [5.094282, 0.721237, -1.135635], [5.894266, 1.565261, -1.494896], [4.627846, -0.357911, -2.013211], [3.803261, -1.310247, -1.589279], [3.299707, -1.427676, -0.179905], [3.993321, -2.704949, 0.350865], [3.726830, -2.935029, 1.374958], [3.719299, -3.551839, -0.272941], [5.070515, -2.564147, 0.295949], [3.498214, -2.113853, -2.247051], [4.997148, -0.340906, -3.028435], [4.779849, 1.541861, 0.846867], [3.892738, -0.148392, 2.780202], [2.576951, -2.097059, 2.673563], [1.479275, -0.850295, 3.217389], [0.683488, -2.513806, 1.414537], [1.522528, -0.848164, -2.189386], [-0.454287, 0.110585, 3.248318], [-1.297173, -1.369948, 2.764373], [-5.397970, -2.287532, 0.524936], [-6.519353, -1.073389, 1.200950], [-4.749264, -0.852432, -2.166224], [-6.134531, -1.483163, -3.053477], [-5.216394, -2.547495, -1.986990]],
  "forces_ev_per_angstrom": [[-0.2, 0.1, 0.1], [0.1, -0.1, 0.0], [-0.1, 0.0, 0.0], [0.0, 0.1, 0.0], [-0.1, 0.2, -0.1], [-0.5, -0.1, 0.3], [-0.1, 0.0, 0.1], [0.3, -0.3, 0.0], [0.0, 0.2, 0.1], [0.2, 0.2, -0.1], [0.1, 0.1, 0.0], [-0.4, 0.2, -0.6], [0.0, -0.1, 0.2], [0.2, -0.1, -0.1], [0.1, 0.1, 0.3], [0.2, 0.1, 0.0], [-0.1, 0.0, -0.1], [0.0, 0.0, 0.0], [0.1, 0.0, 0.1], [0.0, -0.1, 0.0], [0.0, 0.0, -0.1], [-0.2, -0.2, 0.1], [0.0, 0.0, 0.1], [0.0, 0.1, 0.0], [0.1, 0.1, -0.1], [-0.2, -0.3, 0.2], [-0.1, 0.0, 0.0], [-0.1, 0.1, -0.2], [0.1, 0.1, 0.0], [0.0, 0.0, 0.0], [0.1, 0.0, 0.0], [-0.1, -0.1, 0.1], [0.2, 0.0, 0.0], [0.0, -0.1, -0.1], [0.0, 0.0, -0.1], [-0.3, -0.6, -0.4], [0.0, 0.3, 0.0], [0.0, -0.1, 0.1], [0.2, 0.5, 0.0], [-0.1, -0.3, -0.3], [0.0, 0.3, 0.1], [0.1, 0.1, -0.2], [0.3, -0.5, 0.4], [-0.3, 0.6, 0.0], [0.4, 0.2, 0.0], [-0.1, -0.1, 0.5], [-0.1, -0.1, 0.1], [-0.1, 0.0, 0.0], [0.0, -0.2, -0.3], [0.1, 0.1, 0.0], [-0.1, 0.0, -0.2], [-0.1, 0.0, 0.0], [0.0, -0.1, 0.1], [0.0, -0.1, 0.0], [0.1, 0.0, 0.0], [0.0, 0.0, -0.1], [0.1, 0.0, -0.1], [0.0, 0.1, 0.1], [-0.1, -0.1, -0.2], [0.0, 0.0, 0.0], [0.1, 0.0, 0.1], [0.0, 0.1, -0.1], [-0.1, 0.0, 0.2], [0.0, -0.1, 0.1], [0.0, -0.1, 0.1], [0.0, 0.0, 0.0], [0.1, 0.0, 0.0], [0.1, 0.0, -0.1], [0.0, 0.0, -0.1], [0.1, -0.1, 0.0]]
}